Record 1
Density functional theory data (ωB97M-V/def2-TZVPD) for a 5-piece molecular cluster, C42H57FN2O7P overall.

Total charge: +1
Molecular weight in g mol⁻¹: 751.90
Total energy in eV: -73794.061
Gap between HOMO and LUMO in Eh: 0.301
Highest occupied orbital energy in eV: -10.5811
Maximum force in eV/Å: 0.7

The geometry in XYZ format:
```
110
Properties=species:S:1:pos:R:3:forces:R:3
C -0.574 2.574 -0.977 0.0715 -0.0203 0.1815
H -3.182 -6.459 9.028 -0.0001 -0.0001 -0.0004
H -1.843 -5.569 5.063 -0.0095 -0.0047 -0.0048
H 0.155 3.939 -3.805 0.0114 -0.0144 -0.0130
H 4.367 -0.553 0.538 0.0635 0.0500 0.0942
H -0.315 -1.016 7.055 0.0470 0.0612 -0.0376
C 5.916 -5.632 -1.222 -0.0084 0.0175 0.0100
H -0.716 -2.027 2.523 -0.0448 0.0393 0.0494
H -3.612 11.152 -6.763 0.0022 -0.0002 -0.0027
H -0.322 -1.627 0.210 0.2419 -0.0460 0.0624
H 1.516 0.032 -1.515 -0.1260 -0.1635 0.1140
C 7.083 -6.077 -1.828 0.0060 -0.0014 0.0133
N -0.174 1.181 -1.234 -0.1060 -0.0426 -0.4001
H -4.754 6.347 -6.578 -0.0004 -0.0004 0.0004
C -4.126 -4.785 8.077 0.0066 0.0089 0.0056
H -3.011 7.264 -5.081 -0.0102 0.0068 0.0103
C -3.524 7.914 -5.780 0.0159 -0.0295 0.0253
H -3.858 2.151 2.727 0.0638 -0.0127 -0.0377
C -0.443 -1.460 6.070 -0.0102 -0.0028 0.0240
O -1.301 0.251 4.556 0.0314 0.1225 -0.0754
C 5.256 -6.435 -0.300 0.1581 -0.0559 -0.2146
H -4.891 -3.172 6.887 -0.0127 -0.0106 -0.0071
C -4.433 1.617 1.974 -0.0246 -0.0213 0.0542
H 4.339 -6.103 0.153 0.1824 0.0380 0.1264
H 3.319 -2.117 -0.622 -0.0099 -0.0166 0.0119
H 2.220 2.411 -1.507 0.0007 0.0978 0.0229
C 1.709 6.860 -3.050 -0.0234 0.0049 -0.0043
C -3.235 -5.847 8.136 0.0017 -0.0033 0.0037
C -2.412 -6.128 7.054 0.0100 0.0074 0.0005
F 4.201 2.298 0.424 0.1496 0.0842 0.0183
O 1.351 -3.423 1.528 -0.1690 -0.0514 -0.1140
H -1.004 -0.027 0.479 -0.0962 -0.1580 -0.0902
P -1.507 0.284 3.004 -0.0561 -0.1213 0.0894
C 0.074 7.178 -4.783 -0.0241 0.0309 -0.0209
H 2.473 7.261 -2.396 0.0022 -0.0021 0.0012
H 2.177 -1.228 1.787 0.0051 -0.0349 -0.0187
C 1.383 5.512 -2.998 0.0025 -0.0226 0.0316
C 2.142 1.839 -0.584 0.0757 -0.1272 0.0712
C -1.031 -0.645 -2.716 0.1605 -0.0467 0.1115
H -5.347 10.235 -8.263 -0.0022 0.0005 0.0020
H -2.135 -1.663 4.731 0.0291 0.0714 -0.0878
C 6.935 -8.132 -0.588 0.0081 0.0041 0.0065
C -3.828 0.247 1.707 0.0050 -0.0072 -0.0433
H 1.905 4.868 -2.298 0.0031 -0.0136 -0.0077
H 5.255 -8.312 0.735 -0.0028 -0.0039 -0.0062
H -1.453 -0.783 -3.707 0.0458 -0.0187 -0.0057
C -3.860 10.099 -6.724 0.0021 -0.0012 0.0008
H -4.588 -0.525 1.614 -0.0230 0.0232 -0.0272
C -0.256 -0.732 0.827 -0.1337 -0.0182 -0.0693
O 2.523 -4.378 -0.151 -0.4969 0.0939 0.0800
H -1.629 2.673 -1.222 0.0041 -0.0092 -0.0331
H -1.777 -0.832 -1.944 -0.0448 0.0462 -0.0428
H -0.229 -1.376 -2.573 -0.0215 -0.0056 -0.0427
H 8.500 -7.678 -1.982 0.0013 -0.0003 0.0013
H 3.676 0.493 1.745 -0.1347 0.0298 0.0022
C -0.418 -1.000 2.325 -0.0811 0.1773 0.0717
C 2.001 -3.336 0.524 0.3686 0.1136 -0.1575
O -2.999 -0.209 2.809 0.0506 0.0352 -0.0564
H 1.828 2.522 0.210 -0.0529 -0.0093 -0.0252
H 1.638 -1.952 -1.015 -0.0285 -0.0203 0.0274
C -5.158 8.235 -7.513 0.0009 -0.0020 -0.0017
H -3.238 0.238 0.787 0.0565 0.0658 0.0648
H -1.718 -6.957 7.102 -0.0037 -0.0034 0.0007
C -2.483 -5.347 5.909 0.0092 0.0116 0.0190
H -0.540 -2.539 6.197 -0.0378 0.0133 0.0476
H -2.415 -0.556 6.066 -0.0388 -0.0098 -0.0346
H -4.423 2.227 1.072 -0.0879 -0.0358 -0.0182
H 7.335 -9.107 -0.340 -0.0009 -0.0014 -0.0021
H 7.596 -5.450 -2.546 0.0002 0.0008 0.0003
H -3.436 -3.678 4.955 -0.0367 -0.0237 -0.0102
C -3.203 9.264 -5.831 0.0045 0.0016 -0.0032
O -1.140 1.551 2.345 0.0880 0.0318 0.0209
H -5.458 1.528 2.330 0.0105 0.0426 0.0055
H 0.460 -1.265 5.492 -0.0228 -0.0476 -0.0370
H -4.768 -4.570 8.921 0.0015 0.0000 0.0011
H 0.701 -7.065 -0.742 -0.0828 0.0006 0.0048
C -3.376 -4.285 5.851 0.0321 0.0516 -0.0519
H 1.025 0.737 1.265 -0.0681 0.0213 0.0178
C 0.728 -5.983 -0.644 0.0718 0.0781 -0.2120
C -0.472 0.745 -2.589 0.2480 0.2016 0.0300
C 1.109 0.746 -0.796 -0.0830 0.1085 0.0276
C -4.502 7.399 -6.619 0.0062 0.0116 -0.0116
C 3.511 1.278 -0.211 -0.0027 -0.0786 -0.1505
C -4.196 -4.001 6.934 0.0213 0.0047 0.0092
O 2.358 -6.310 1.051 0.2727 0.2387 0.1093
H 5.519 -4.654 -1.469 -0.0080 -0.0084 -0.0132
C 0.404 4.993 -3.834 0.0268 0.0289 -0.0167
C 3.506 0.080 0.749 0.0101 0.0415 0.1046
C 2.330 -2.030 -0.173 0.1975 -0.0186 -0.0047
H -0.436 7.827 -5.484 0.0037 -0.0029 -0.0033
H 4.088 1.052 -1.110 -0.1183 -0.1033 -0.0649
H 1.303 8.746 -3.987 0.0055 -0.0005 -0.0076
H 0.742 -5.518 -1.626 0.0416 0.0358 0.0136
C -1.665 -0.905 5.359 0.0004 -0.1717 0.1686
H -5.921 7.835 -8.168 0.0002 0.0002 -0.0011
H -0.165 -5.663 -0.104 0.0170 0.0181 0.0029
H -1.013 5.431 -5.386 0.0115 -0.0025 -0.0126
C -4.836 9.584 -7.565 -0.0014 0.0013 -0.0015
C 1.052 7.694 -3.944 0.0013 -0.0069 0.0093
O -0.271 1.472 -3.521 -0.3169 -0.0362 0.1348
C 5.768 -7.686 0.016 -0.0088 0.0010 0.0168
N 1.025 -0.010 0.559 0.0995 0.1295 0.1098
C -0.250 5.830 -4.729 -0.0166 -0.0010 0.0121
H -0.014 3.299 -1.565 0.0421 0.0318 -0.0082
C 1.922 -5.639 0.186 -0.4785 -0.4721 0.1961
H 0.513 -0.825 2.872 0.0619 -0.2416 -0.0801
C 2.270 -0.830 0.778 0.0319 0.0488 -0.0608
C 7.591 -7.328 -1.511 0.0001 0.0008 -0.0007
H -2.443 9.666 -5.172 -0.0036 -0.0001 0.0048
H -0.471 2.781 0.087 -0.0310 -0.0009 -0.0028
```
Positions in Å, forces in eV/Å.


Record 2
Density functional theory data (ωB97M-V/def2-TZVPD) for C2H9N3O as an isolated structure.

Total charge: 0
Energy relative to the best compared isomer or geometry (same formula, charge and spin) in kcal per mole: 121.5
Molecular weight in g mol⁻¹: 91.11
Total energy in eV: -8733.170
Gap between HOMO and LUMO (alpha / beta) in Eh: 0.264 / 0.264
Highest occupied orbital energy (alpha / beta) in eV: -7.7162 / -7.7162
Maximum force in eV/Å: 3.9

The geometry in XYZ format:
```
15
Properties=species:S:1:pos:R:3:forces:R:3
N -1.450 1.652 -1.020 0.2486 -0.0599 -0.4212
H -1.620 2.271 1.373 0.0903 -0.0164 -0.2040
N 0.850 -0.812 -0.209 -1.7558 0.2858 0.7458
H 0.362 0.482 -0.139 2.3059 -3.0766 -0.2178
C -0.920 0.989 0.119 -3.6287 -0.8925 1.2330
H -1.734 0.980 -1.723 0.0017 0.0377 0.0419
H 0.381 -1.176 -1.042 0.1846 0.5742 0.0396
H 2.653 -1.876 -0.544 0.2033 -0.2131 0.1721
O -0.758 1.875 1.188 0.7570 -0.0359 0.0755
H -0.805 2.318 -1.424 0.0172 0.0106 0.0576
H -1.242 -0.481 1.344 0.1881 0.0581 -0.0696
C 1.863 -1.764 0.211 1.1429 1.0204 -0.6396
N -1.349 -0.262 0.354 0.5800 2.0693 -0.7830
H 2.335 -1.435 1.138 -0.0723 -0.0608 0.0111
H 1.435 -2.762 0.373 -0.2628 0.2991 -0.0413
```
Positions in Å, forces in eV/Å.


Record 3
Density functional theory data (ωB97M-V/def2-TZVPD) for C3H8N4O as an isolated structure.

Total charge: 0
Energy relative to the best compared isomer or geometry (same formula, charge and spin) in kcal per mole: 163.3
Molecular weight in g mol⁻¹: 116.12
Total energy in eV: -11242.543
Gap between HOMO and LUMO in Eh: 0.350
Highest occupied orbital energy in eV: -9.1916
Maximum force in eV/Å: 11.4

The geometry in XYZ format:
```
16
Properties=species:S:1:pos:R:3:forces:R:3
H -1.109 0.552 -1.325 1.3850 -0.3794 -0.3510
H 0.610 -0.781 2.909 -2.0007 1.3426 -2.7303
H 0.797 0.243 -3.529 -3.6975 -1.2405 1.4574
N -0.355 0.409 1.086 1.7381 -1.2988 0.4974
N -1.488 -0.416 2.972 6.3254 -9.1138 2.6130
H 1.295 1.722 0.134 -1.3431 -1.4165 0.8367
H -1.800 -1.701 3.088 1.5675 5.3044 -0.2731
H 1.884 0.168 0.767 -2.3682 0.6355 -1.4820
O 1.901 0.116 -1.983 -0.3893 0.5321 3.7467
N -0.188 0.327 -1.761 -6.8341 -0.2318 -2.5959
C -0.307 -0.283 2.205 0.4285 0.7317 -0.3515
H -0.466 -1.290 -3.232 1.0462 5.0937 0.2229
C 0.916 0.319 -1.156 4.3548 -1.9426 -5.0671
C 0.892 0.621 0.214 3.9706 1.4935 6.5510
H -2.270 -0.034 2.781 -6.5232 3.7846 -2.6443
N -0.312 0.030 -3.169 2.3400 -3.2946 -0.4299
```
Positions in Å, forces in eV/Å.


Record 4
Density functional theory data (ωB97M-V/def2-TZVPD) for one molecule with the formula C3H9NO3S.

Total charge: 0
Energy relative to the best compared isomer or geometry (same formula, charge and spin) in kcal per mole: 82.9
Molecular weight in g mol⁻¹: 139.18
Total energy in eV: -21722.037
Gap between HOMO and LUMO in Eh: 0.380
Highest occupied orbital energy in eV: -9.7319
Maximum force in eV/Å: 4.6
SMILES string: CO[C@H](C)S(N)(=O)=O

The geometry in XYZ format:
```
17
Properties=species:S:1:pos:R:3:forces:R:3
O 0.034 1.755 -2.248 -0.3470 0.1933 0.0939
S -0.064 1.538 -0.834 -0.8140 -0.8442 1.0114
C -0.377 -0.250 -0.509 -3.1249 -0.7774 -1.5401
H 0.884 0.432 1.468 1.3600 0.6258 1.2394
H -1.125 2.928 0.479 0.1657 2.1370 1.3711
C 0.780 -1.084 -1.015 -0.6037 -2.5626 1.9106
C 0.402 -0.457 1.782 -1.8715 -3.4404 -0.2025
H -0.182 -0.563 2.788 1.5237 0.7420 -1.7517
H 0.971 -0.984 -1.998 -0.1613 0.5483 -3.8538
N -1.472 2.300 -0.166 1.2696 -3.2366 -3.0273
H -2.084 2.530 -0.954 0.2924 0.6357 0.8365
O 1.063 1.818 0.027 -0.3769 0.8590 -0.2081
O -0.662 -0.516 0.797 -1.2918 0.2855 0.9600
H 1.799 -0.824 -0.677 -0.7567 -0.3095 1.0126
H -1.537 -0.504 -1.050 3.6999 0.7646 0.9972
H 0.466 -2.228 -0.911 1.0267 2.4247 0.2601
H 0.932 -1.468 1.576 0.0099 1.9548 0.8906
```
Positions in Å, forces in eV/Å.


Record 5
Density functional theory data (ωB97M-V/def2-TZVPD) for C28H34F6KN5O5S2 as an isolated structure.

Total charge: 0
Energy relative to the best compared isomer or geometry (same formula, charge and spin) in kcal per mole: 34.4
Molecular weight in g mol⁻¹: 737.83
Total energy in eV: -101578.379
Gap between HOMO and LUMO in Eh: 0.335
Highest occupied orbital energy in eV: -8.9473
Maximum force in eV/Å: 3.6

The geometry in XYZ format:
```
81
Properties=species:S:1:pos:R:3:forces:R:3
H 3.924 -6.182 -1.472 0.0576 -0.1164 -0.0210
O 2.037 4.337 0.213 0.0626 1.7041 0.1037
H -1.482 1.481 1.650 -0.2210 0.0334 0.0773
H 4.366 -4.490 1.056 0.1263 0.0711 0.0345
N 4.320 4.496 -0.809 0.0100 0.0622 0.1707
C -1.479 4.178 -1.091 -0.1936 0.2034 -0.2542
C 3.499 -5.143 1.029 -0.0989 0.0242 -0.1333
F 1.862 4.092 -2.743 0.1460 -0.2549 0.3406
H 1.911 -6.935 -0.175 0.0354 -0.1029 -0.0070
H 4.158 -2.613 -0.100 0.0891 -0.0422 0.0427
H -2.838 2.179 2.605 0.0862 -0.0637 -0.1218
O 0.703 1.543 2.376 -0.1237 -0.4629 0.7163
H 4.377 -4.477 -1.517 0.1217 0.0595 -0.0266
H 0.090 -3.884 -0.500 -0.0691 -0.0465 -0.0145
H 3.330 -0.309 -0.025 0.1952 0.1079 -0.0090
C -4.163 -4.136 -0.121 0.0020 0.2684 0.0033
C -3.348 4.140 0.868 0.1232 -0.0827 -0.0482
H -2.415 1.318 -1.571 -0.1362 0.1615 -0.0271
C -3.311 -1.785 -0.561 0.1425 0.0572 -0.0646
C 5.999 2.467 -0.991 0.3840 -0.0039 -0.2703
C -3.520 5.008 -0.198 0.0791 -0.0019 -0.0977
C 0.844 -3.125 -0.376 0.0550 0.1989 0.0412
H -5.427 -1.087 0.903 -0.0554 0.0812 0.0251
F 6.324 1.262 -0.508 -0.3793 0.0743 0.2116
F 2.938 5.916 -3.106 0.2693 0.0335 0.2601
H 0.730 3.645 4.793 -0.0099 0.0654 0.0186
C -3.461 -0.479 -1.024 0.1422 -0.1029 0.0452
N -0.941 2.969 2.942 -0.3215 0.3182 -0.0845
C -2.564 5.038 -1.200 -0.0348 -0.0858 0.0706
H 2.898 -4.948 1.914 -0.0416 0.0106 0.1243
C 2.635 -1.129 -0.128 0.2973 -0.3395 0.0199
C -2.010 -2.212 -0.316 0.0790 0.1244 -0.0154
O 4.436 2.837 1.105 0.0259 -0.0529 0.6230
H 2.110 2.721 4.147 -0.0156 0.0133 -0.0080
H -3.611 -4.500 -0.984 0.0857 -0.1175 -0.0770
O 3.407 2.153 -0.987 1.3177 -0.4325 -1.3987
C 1.246 3.328 3.889 0.1188 -0.1437 -0.1582
H -0.720 4.129 -1.857 0.0709 0.1248 -0.1462
H -6.315 -3.299 -1.324 -0.0989 -0.0442 0.0204
H -4.391 5.643 -0.249 -0.0604 0.0792 0.0006
C -2.332 0.305 -1.205 -0.4446 -0.0134 -0.0789
C 2.155 5.291 -2.231 -0.0704 0.1400 -0.2528
C -2.217 3.331 0.894 -0.4122 0.0601 0.1965
K 1.563 2.169 0.279 -2.5882 -2.4453 0.0864
H -2.657 5.699 -2.047 0.0070 0.0491 -0.0757
H -1.163 3.863 3.354 0.1442 -0.1069 0.0612
C 3.096 -2.434 -0.158 -0.1159 0.0243 0.0155
H -5.031 -2.758 -2.406 0.0109 -0.0263 -0.1245
H -4.498 -2.266 1.831 0.0354 0.0222 0.1274
C 2.668 -4.921 -0.242 0.0289 -0.1533 -0.0063
S 4.347 3.002 -0.309 1.7356 -0.4301 -0.5977
N 1.361 -0.799 -0.219 -0.2177 0.2770 0.0338
C -5.181 -2.143 0.994 0.0443 -0.0867 -0.1446
C 0.473 -1.778 -0.358 0.4319 -0.3428 0.0127
H -1.827 -3.203 0.064 0.0167 -0.1027 0.0264
C 1.514 -5.925 -0.247 0.1806 0.2058 -0.0099
H -4.435 -0.075 -1.248 -0.0868 0.0755 -0.0177
H 0.851 -5.762 0.601 -0.1182 -0.0250 0.0764
C -0.930 -1.354 -0.544 -0.6525 0.0242 -0.0357
F 5.951 2.361 -2.316 -0.2392 0.1403 -0.0620
H -4.079 4.088 1.660 -0.0578 -0.0301 0.1082
H 0.941 -5.855 -1.169 -0.1405 -0.0291 -0.0827
N -1.103 -0.108 -0.973 0.4535 0.0566 0.0045
N -1.314 3.352 -0.076 0.5875 -0.3228 0.1827
O 3.037 6.546 -0.116 0.3438 0.2171 -0.0486
H 2.947 -5.028 -2.387 -0.0186 0.0080 -0.1232
H -6.094 -2.696 1.205 -0.1143 -0.0673 0.0416
F 6.981 3.305 -0.678 -0.1764 0.1750 0.1888
C -4.528 -2.659 -0.297 -0.1355 -0.0868 0.0611
C 2.182 -3.481 -0.259 -0.0258 0.2215 0.0048
H -5.996 -1.584 -1.508 -0.0515 0.1476 -0.0564
H -3.570 -4.293 0.776 0.1321 -0.0819 0.0945
C 3.537 -5.165 -1.483 -0.1179 0.0301 0.1477
C -1.926 2.400 2.042 -0.0332 -0.1316 -0.0281
H 1.592 4.203 3.342 0.0592 0.1283 -0.0061
C 0.337 2.530 2.988 -0.1496 0.1418 0.8316
C -5.527 -2.562 -1.458 0.1496 0.0333 0.1029
F 1.002 5.973 -2.173 0.0487 0.0694 0.3710
H -5.070 -4.729 -0.023 -0.0661 -0.0276 0.0240
S 2.944 5.186 -0.519 -0.6857 1.0254 -1.0203
H 3.850 -6.171 1.069 0.0460 -0.1424 0.0051
```
Positions in Å, forces in eV/Å.